Entry 1:
58
Properties=species:S:1:pos:R:3:forces:R:3 method="wB97M-V/def2-TZVPD" multiplicity=6 e_tot_ha=-1800.9511 homo_energy_ev="-4.3 / -8.0" orbital_gap_ev="4.4 / 5.5"
Ru -0.1602 0.0199 0.5499 -1.1 0.6 1.4
P 1.9971 0.6893 0.3475 -0.3 0.1 0.6
P -2.0895 -1.1640 0.6319 -0.1 -0.4 0.8
O -0.8564 0.9566 3.1984 0.7 -0.8 0.2
O 3.1389 -0.6774 -5.5684 -0.5 -0.2 0.2
O -0.7173 2.9680 -5.0863 0.3 0.0 0.4
N 0.6765 -1.9452 0.3441 1.0 2.7 -0.1
C -2.6122 3.3421 -0.9053 -2.1 3.8 -0.7
C -0.5661 3.0285 0.9743 1.9 -3.3 0.5
C 0.4793 -4.3183 0.4451 0.8 0.2 -0.4
C -0.0507 -3.0396 0.6163 -1.5 -1.4 0.3
C -1.1620 4.2829 0.7881 -2.6 4.4 -1.1
C -2.0026 2.0936 -0.7302 2.4 -3.6 1.1
C -1.4542 -2.8238 1.1469 0.0 0.0 0.0
C -0.1388 0.1338 2.6481 -0.5 0.6 -1.4
C 2.5389 -3.3388 -0.2954 1.5 3.5 -0.3
C 2.0098 -2.0464 -0.0342 0.2 -1.3 -0.1
C 1.7770 -4.4629 -0.0521 -2.0 -2.9 0.6
C -1.0037 1.9361 0.2318 0.1 -1.9 -0.9
C -3.3516 -0.6359 1.8091 -0.4 -0.3 0.1
C 2.8838 1.3661 1.7896 0.5 0.2 -0.1
C -2.1992 4.4385 -0.1406 0.8 0.1 0.7
C 2.7564 -0.8550 -0.0892 0.6 -0.4 -0.3
C 0.7549 -0.8266 3.3618 0.4 -0.4 0.9
C -3.0009 -1.5594 -0.8779 -0.3 0.0 -0.2
C 2.3053 1.8752 -0.9853 0.5 0.1 -0.1
H 3.8778 1.7150 1.4729 -0.2 0.0 0.2
H -0.6930 -0.2431 -1.0907 0.2 0.0 -0.3
H 2.1781 -5.4548 -0.2454 -0.1 0.2 0.1
H 3.5650 -3.3909 -0.6573 -0.2 -0.1 0.2
H 1.9392 2.8609 -0.6673 0.1 -0.2 -0.1
H 1.3542 -1.4463 2.6842 -0.2 0.2 0.1
H 3.8651 -0.8572 -4.9648 0.0 0.0 0.0
H -2.6799 5.4097 -0.2713 0.2 -0.3 0.0
H -0.8134 5.1319 1.3787 -0.3 -0.2 -0.2
H -2.2968 1.2439 -1.3483 0.0 0.3 0.1
H 3.0020 0.5949 2.5616 -0.1 0.2 -0.3
H -2.8730 -0.2888 2.7320 -0.1 -0.1 -0.2
H -3.6829 -2.3961 -0.6686 0.1 0.3 -0.2
H -1.0412 2.1361 -5.4393 0.0 -0.1 0.0
H -1.4662 -2.8544 2.2490 -0.1 0.1 -0.1
H -3.5745 -0.6827 -1.2038 0.1 -0.2 0.0
H 3.8043 -0.9139 -0.3902 -0.2 0.0 0.1
H 2.3175 2.2097 2.2075 0.2 -0.2 -0.1
H -2.1429 -3.5912 0.7724 0.1 0.0 0.2
H -2.2963 -1.8474 -1.6670 -0.2 0.0 0.1
H -0.2243 2.7304 -4.2832 -0.3 0.1 -0.4
H 0.1339 -1.5024 3.9739 0.2 0.3 0.0
H 1.7616 1.5559 -1.8845 0.2 0.1 0.3
H -0.1563 -5.1657 0.6881 0.2 0.0 -0.1
H 0.1017 0.0324 -1.1113 0.2 0.1 -1.4
H -4.0489 -1.4601 2.0130 0.0 0.3 0.0
H -3.8845 0.2124 1.3607 0.1 -0.2 0.1
H -3.4051 3.4483 -1.6491 0.2 0.1 0.3
H 3.3825 1.9224 -1.1949 -0.2 0.1 -0.1
H 0.2220 2.8965 1.7157 -0.3 0.1 -0.2
H 2.3869 -1.1802 -5.2101 0.5 0.3 -0.2
H 1.4348 -0.2621 4.0195 -0.3 -0.2 0.0

Entry 2:
59
Properties=species:S:1:pos:R:3:forces:R:3 method="wB97M-V/def2-TZVPD" e_tot_ha=-3311.6551 homo_energy_ev="-17.1 / -17.1" total_charge=+3 orbital_gap_ev="5.4 / 5.4"
V -0.2154 -0.6762 0.1303 -0.1 -0.1 0.3
S -1.1654 -1.6252 -2.1236 0.1 0.0 -0.1
S -2.6967 -1.5216 0.6274 -0.1 0.0 0.1
S 0.0223 -3.2425 0.4825 -0.1 -0.1 0.0
O 0.9008 -0.0214 -1.2705 0.7 0.1 -0.4
O -0.7886 1.0187 -0.5731 -0.4 0.2 -0.1
N -0.9775 0.2932 1.8266 -0.1 0.1 0.2
C 3.6967 -1.4331 1.0694 -0.1 0.0 0.1
C 0.9955 1.5863 2.4607 -0.2 0.1 0.0
C 0.0676 4.3599 -3.0694 0.0 0.0 0.0
C -3.5651 -2.1549 -0.8350 0.0 0.0 -0.1
C -0.6754 3.7474 3.1266 0.0 0.0 0.0
C 1.7263 2.0945 -3.0296 0.0 0.0 0.0
C 1.4033 -0.6114 1.2217 0.0 -0.1 -0.3
C 0.2377 1.0844 -1.3862 -0.3 -0.2 0.3
C 1.5285 2.7892 2.9450 0.0 0.0 0.0
C 2.3717 -1.5210 0.7322 0.2 -0.1 -0.2
C 2.0366 3.1536 -3.8499 0.0 0.1 0.0
C 1.2098 4.2775 -3.8682 0.0 0.0 0.0
C 0.7039 3.8473 3.2758 0.0 0.0 0.0
C -0.3863 1.5276 2.3106 0.0 0.0 0.0
C -1.5498 -4.0132 0.9771 0.0 0.0 0.0
C -0.2563 3.3107 -2.2410 0.0 -0.1 0.0
C -0.8646 -3.4151 -2.1847 -0.1 -0.1 0.0
C -2.4642 -3.0044 1.6416 0.0 0.0 0.0
C 0.5747 2.1700 -2.2203 -0.1 0.1 0.0
C -2.9693 -1.5210 -2.0743 -0.1 0.1 0.0
C -1.2296 2.5780 2.6317 0.1 0.0 0.0
C 3.1678 0.4357 2.4906 0.1 0.0 0.0
C 0.2332 -3.8350 -1.2258 0.1 0.0 0.0
C 4.0847 -0.4750 2.0117 -0.1 0.1 0.0
C 1.8309 0.4518 2.0708 0.2 0.1 0.1
H -1.3153 4.5786 3.3891 0.0 0.0 0.0
H 1.1397 4.7653 3.6453 0.0 0.0 0.0
H -0.5536 5.2433 -3.1077 0.0 0.0 0.0
H 2.3525 1.2128 -3.0014 0.0 0.0 0.0
H 0.3220 -4.9223 -1.1859 0.0 0.0 0.0
H -0.5688 -3.6638 -3.2052 0.0 0.0 0.0
H -1.0146 -0.3792 2.5994 0.1 0.0 0.0
H -2.0697 -2.6656 2.6015 0.0 0.0 0.0
H -4.6187 -1.8951 -0.7255 0.0 0.0 0.0
H -1.1358 3.3505 -1.6124 0.0 0.0 0.0
H 5.1078 -0.4354 2.3618 0.0 0.0 0.0
H 1.4595 5.1058 -4.5188 0.0 0.0 0.0
H 2.1275 -2.2793 0.0028 0.0 0.0 0.0
H -3.1833 -0.4517 -2.1275 0.0 0.0 0.0
H -3.4458 -3.4353 1.8481 0.0 0.0 0.0
H 2.5952 2.9271 3.0406 0.0 0.0 0.0
H 4.4186 -2.1169 0.6455 0.0 0.0 0.0
H -3.4930 -3.2406 -0.8498 0.0 0.0 0.0
H -2.3030 2.4902 2.5119 0.0 0.0 0.0
H 3.5050 1.1606 3.2168 -0.1 0.0 0.0
H -1.9467 0.5234 1.6082 0.0 0.0 0.0
H 2.9134 3.1222 -4.4810 0.0 0.0 0.0
H 1.2057 -3.4532 -1.5425 0.0 0.0 0.0
H -2.0145 -4.4714 0.1065 0.0 0.0 0.0
H -3.3691 -1.9701 -2.9853 0.0 0.0 0.0
H -1.7988 -3.9385 -1.9884 0.0 0.0 0.0
H -1.3042 -4.8162 1.6734 0.0 0.0 0.0

Entry 3:
13
Properties=species:S:1:pos:R:3:forces:R:3 method="wB97M-V/def2-TZVPD" e_tot_ha=-248.8019 homo_energy_ev=-14.4 total_charge=+1 orbital_gap_ev=8.9
O -0.5455 0.1747 -0.6227 0.2 -0.4 0.5
N 2.0792 0.8341 -0.7373 0.3 -0.2 -0.8
C -1.0939 -0.4140 0.2909 -1.4 0.3 -0.2
C 1.9169 1.4717 0.3405 -1.2 0.9 0.3
C -2.1401 -1.4738 0.1112 1.1 -0.3 -0.1
H -0.8991 -0.1858 1.3419 0.6 0.3 0.3
H -3.1064 -1.1368 -0.2564 0.2 0.3 -0.3
H 2.4838 2.3408 0.6584 1.0 -0.6 0.0
H 2.9215 0.8826 -1.2984 0.1 0.5 0.0
H -2.3050 -2.0060 1.0465 0.1 0.0 -0.1
H 1.2948 0.3224 -1.1696 0.0 -0.3 0.8
H 1.0112 1.2983 0.9105 -0.1 -0.1 -0.3
H -1.6174 -2.1080 -0.6155 -0.8 -0.4 -0.1

Entry 4:
12
Properties=species:S:1:pos:R:3:forces:R:3 method="wB97M-V/def2-TZVPD" e_tot_ha=-306.4066 homo_energy_ev=-10.3 smiles="O=C1CO1.C=C" orbital_gap_ev=11.2
O -0.9329 -1.0676 -1.9252 -0.3 0.5 0.4
O -2.6122 0.3451 -1.0619 -0.1 -0.1 -0.2
C 1.3499 -0.2995 1.2118 0.1 0.0 -0.2
C -1.4478 -0.2756 -1.1982 0.2 -0.4 -0.3
C -1.5109 0.6271 -0.0755 0.2 0.1 0.2
C 1.7499 -0.2004 -0.0527 0.0 0.0 0.2
H -1.7062 0.2543 0.9274 0.0 0.0 -0.2
H -1.0951 1.6287 -0.1488 -0.1 -0.2 0.0
H 1.4001 -0.8903 -0.8172 0.1 0.1 0.1
H 1.6916 0.3905 1.9799 0.0 -0.1 -0.1
H 2.4415 0.5765 -0.3707 -0.1 -0.1 0.1
H 0.6719 -1.0886 1.5310 0.1 0.1 -0.1